[1]
DFT (wB97M-V/def2-TZVPD) results for a cluster of 3 separate species, C2H11NO3 in total in a non-equilibrium geometry.

SMILES: CNCO.O.O
maximum force: 1.20 eV/Å
energy relative to the best compared isomer or geometry (same formula, charge and spin): 22.6 kcal/mol
molar mass: 97.11 g/mol
2S+1: 1

Structure (XYZ):
```
17
Properties=species:S:1:pos:R:3:forces:R:3:mulliken_charge:R:1
C 2.34692 0.32151 -0.54971 -0.16 0.01 0.48 -0.78
N 1.81606 -0.69129 0.39627 -0.32 0.97 -0.16 -0.40
C 0.36790 -0.62768 0.43403 0.26 -0.76 0.90 -0.46
O -0.15227 0.53796 1.07210 0.32 0.24 -0.74 -0.49
H 1.74329 0.34303 -1.45645 0.18 -0.27 -0.16 0.27
H 3.38716 0.09847 -0.76645 0.02 -0.04 -0.23 0.29
H 2.29216 1.33092 -0.13451 0.03 0.08 0.01 0.29
H 2.10208 -0.34040 1.30822 0.24 -0.54 0.09 0.23
H 0.03661 -0.74163 -0.59821 -0.37 0.39 0.00 0.43
H -0.04645 -1.45014 1.01931 0.28 -0.39 -0.32 0.31
H -0.21193 0.31755 2.00275 -0.25 0.15 0.11 0.31
O -2.81893 -1.27494 0.43570 0.30 0.04 -0.68 -0.60
H -2.99155 -2.07080 -0.06708 -0.30 -0.66 0.26 0.33
H -2.50249 -0.72505 -0.29583 -0.14 0.65 0.49 0.30
O -2.10441 1.53571 -0.72927 -0.10 -0.01 -0.40 -0.61
H -2.02867 2.31087 -1.29516 -0.12 -0.03 -0.01 0.30
H -1.23548 1.12593 -0.77572 0.13 0.17 0.37 0.29
```
Positions in Å, forces in eV/Å.

---

[2]
DFT (wB97M-V/def2-TZVPD) results for a cluster of 8 separate species, C16H48O13 in total in a non-equilibrium geometry.

SMILES: OCCO.OCCO.OCCO.OCCO.OCCO.CCO.CCO.CCO
maximum force: 2.28 eV/Å
energy relative to the best compared isomer or geometry (same formula, charge and spin): 0.0 kcal/mol
molar mass: 448.55 g/mol
2S+1: 1

Structure (XYZ):
```
77
Properties=species:S:1:pos:R:3:forces:R:3:mulliken_charge:R:1
O 1.79165 0.35645 -2.31236 -0.04 -1.20 -0.07 -0.63
C 1.95229 -1.08111 -2.15051 0.95 0.79 -0.49 0.02
C 3.32710 -1.39872 -2.83886 -0.78 0.21 1.11 -0.68
O 4.39211 -0.78696 -2.10911 -0.32 -0.97 -0.31 -0.57
H 0.97839 0.57280 -1.85040 -0.46 0.14 0.04 0.18
H 1.91806 -1.33912 -1.09204 0.78 0.12 0.27 0.15
H 1.07945 -1.63994 -2.48809 0.06 0.11 -0.95 0.22
H 3.35030 -1.05739 -3.87378 -0.36 0.19 -0.09 0.29
H 3.48897 -2.47603 -2.87497 0.13 -0.03 0.27 0.37
H 4.33253 0.16097 -2.24861 0.02 0.47 0.07 0.46
O -0.00770 -1.75782 3.31843 0.83 -0.63 0.55 -0.50
C 0.81168 -2.49477 4.27865 -1.30 -0.18 0.34 -0.08
C 0.26497 -3.93809 4.34695 0.28 -0.41 -0.40 -0.72
O -1.01938 -4.11545 4.94118 0.47 0.52 -0.19 -0.57
H 0.12871 -0.82170 3.48175 0.00 0.47 0.03 0.18
H 1.86501 -2.42665 4.00668 0.00 -0.48 -0.37 0.18
H 0.75576 -2.00026 5.24840 -0.26 -0.10 0.06 0.35
H 0.89773 -4.66727 4.85293 0.63 0.60 0.38 0.43
H 0.27444 -4.32837 3.32926 -0.29 0.14 -0.34 0.23
H -1.62579 -4.31346 4.22378 -0.32 0.28 -0.14 0.36
O 2.59832 -0.28804 5.35147 0.05 -0.04 -0.10 -0.46
C 2.77511 0.97701 4.73238 0.06 -0.43 -0.49 -0.71
C 2.16087 1.00406 3.28344 1.02 1.31 1.56 -0.18
O 0.75531 1.13510 3.36503 -0.30 -0.78 -0.22 -0.48
H 3.33123 -0.82102 5.03463 -0.06 -0.34 0.14 0.31
H 2.32831 1.68710 5.42826 -0.42 0.27 -0.39 0.32
H 3.84035 1.20546 4.76660 0.16 0.23 -0.54 0.35
H 2.49793 0.14093 2.70943 -0.52 -0.18 0.10 0.31
H 2.51505 1.89518 2.76521 0.46 0.02 -0.13 0.33
H 0.61256 1.96472 3.82651 -0.32 0.00 0.05 0.26
O 3.90302 2.02924 -1.99089 0.73 1.50 -0.25 -0.56
C 3.88575 3.45537 -2.26399 -0.56 -0.91 0.35 -0.50
C 2.65925 3.97911 -1.43722 1.17 0.79 -0.05 -0.31
O 1.45121 3.33695 -1.79114 0.71 -0.38 0.26 -0.33
H 2.98378 1.79830 -2.14343 -0.53 -0.91 -0.01 0.48
H 4.86101 3.89211 -2.04894 -0.14 0.00 1.01 0.34
H 3.88481 3.59760 -3.34467 -0.98 0.14 -0.23 0.26
H 2.56268 5.06397 -1.39435 -0.08 0.31 -0.87 0.42
H 2.89180 3.81899 -0.38442 0.05 -0.81 0.12 0.16
H 0.80225 3.97030 -2.10628 -0.23 0.21 -0.29 0.23
O -2.22522 -2.94477 2.43160 -0.71 -1.09 -0.53 -0.59
C -2.04650 -3.04815 1.04196 -0.37 1.86 -0.58 0.46
C -3.01209 -3.92135 0.29763 0.63 0.01 0.71 -0.40
O -2.60562 -5.25545 0.44901 -0.54 -1.10 -0.31 -0.57
H -1.54367 -2.35873 2.76873 0.55 0.27 0.36 0.42
H -2.18094 -2.07473 0.57029 -0.22 0.69 0.12 -0.31
H -1.02844 -3.25887 0.71447 0.37 -0.65 0.33 0.29
H -2.99720 -3.56459 -0.73222 0.00 -0.29 -0.33 0.15
H -4.04004 -3.82951 0.64832 0.09 -0.04 0.22 0.29
H -1.77681 -5.38130 -0.01877 0.06 0.03 0.02 0.35
C -1.70759 2.87308 -3.47160 0.70 -0.85 -0.94 -0.70
C -1.93755 4.29685 -3.12326 -1.06 0.10 0.29 -0.33
O -0.71996 4.82453 -2.68279 1.05 0.76 0.37 -0.54
H -1.05174 2.38583 -2.75011 -0.35 -0.09 0.27 -0.02
H -1.13993 2.84225 -4.40161 0.09 -0.03 -0.15 0.35
H -2.60086 2.28119 -3.67119 -0.13 0.16 0.30 0.30
H -2.65987 4.40432 -2.31406 -0.29 -0.10 0.03 0.33
H -2.29699 4.86627 -3.98038 -0.15 0.03 -0.12 0.28
H -0.90537 5.60018 -2.14839 0.12 0.13 -0.04 0.27
C -4.62373 -1.86399 -2.20307 -0.13 -0.28 -1.78 -1.44
C -3.31734 -1.14482 -2.50336 -1.65 -0.61 0.90 -0.04
O -3.33741 0.01745 -1.65328 1.14 -0.15 -0.55 -0.52
H -4.89535 -1.84708 -1.14759 0.22 -0.32 -0.18 0.28
H -4.51116 -2.84022 -2.67468 -0.23 -0.57 0.68 0.41
H -5.42320 -1.44979 -2.81739 -0.28 0.45 0.34 0.47
H -3.23957 -0.93921 -3.57097 0.16 0.38 0.05 0.34
H -2.54973 -1.87602 -2.24997 0.64 0.82 0.39 0.19
H -3.91203 0.66020 -2.07552 -0.01 0.14 0.03 0.26
C -1.10632 1.74190 0.24008 -0.36 0.59 1.57 -1.06
C -0.49684 0.35999 0.29639 0.26 0.78 -0.55 0.78
O -0.58919 -0.19563 -0.98785 0.39 -0.88 -0.72 -0.20
H -2.14423 1.69994 -0.09019 0.00 -0.05 -0.07 0.22
H -0.58471 2.53719 -0.29239 0.35 -0.56 -0.47 0.06
H -1.11545 2.10470 1.26789 -0.26 0.16 0.25 0.48
H -0.99119 -0.29904 1.01012 0.00 0.21 0.30 -0.33
H 0.56738 0.42453 0.52304 0.02 -0.10 0.24 0.18
H -1.51043 -0.11683 -1.24613 -0.34 0.16 -0.24 -0.01
```
Positions in Å, forces in eV/Å.

---

[3]
DFT (wB97M-V/def2-TZVPD) results for a cluster of 10 separate species, C42H108N4O14 in total in a non-equilibrium geometry.

SMILES: COCCNCCOC.COCCNCCOC.COCCNCCOC.COCCNCCOC.CC(C)O.CC(C)O.CC(C)O.CC(C)O.CC(C)O.CC(C)O
maximum force: 3.31 eV/Å
energy relative to the best compared isomer or geometry (same formula, charge and spin): 160.1 kcal/mol
molar mass: 893.34 g/mol
2S+1: 1

Structure (XYZ):
```
168
Properties=species:S:1:pos:R:3:forces:R:3:mulliken_charge:R:1
C 5.28894 1.19354 -4.16873 -0.62 0.05 1.37 -0.77
O 5.34981 -0.20498 -4.27440 1.16 -0.04 -0.08 -0.35
C 4.53713 -0.69780 -5.28254 -1.68 0.04 0.22 -0.34
C 5.08257 -0.52375 -6.67624 -0.26 -0.73 -0.05 -0.44
N 4.02605 -0.77504 -7.67151 0.60 -0.42 1.51 0.18
C 4.52734 -0.96614 -9.00735 0.20 1.31 0.28 -0.68
C 5.04842 0.33794 -9.64093 0.13 0.18 -0.36 -0.56
O 6.34078 0.79990 -9.33273 1.23 0.47 0.64 -0.34
C 6.68410 2.09904 -9.84448 0.04 -0.55 -0.84 -0.79
H 5.05066 1.75279 -5.07347 0.70 -0.19 -0.36 0.32
H 6.17563 1.50338 -3.61567 0.15 0.30 -0.56 0.26
H 4.45307 1.42880 -3.50990 -0.33 0.16 0.26 0.30
H 3.55835 -0.23276 -5.16500 -0.50 0.30 -0.26 0.20
H 4.33691 -1.75146 -5.08811 0.27 -0.11 -0.02 0.28
H 5.80937 -1.33599 -6.66445 0.51 0.30 -0.95 0.20
H 5.54056 0.45285 -6.83308 0.40 -0.05 0.16 0.36
H 3.39334 0.00702 -7.58117 -0.45 -0.11 -0.42 -0.21
H 3.66106 -1.13560 -9.64682 0.07 -0.77 -0.08 0.34
H 5.23712 -1.79079 -8.94196 -0.04 -0.02 -0.59 0.39
H 4.33776 1.06790 -9.25334 -0.36 0.45 -0.43 0.28
H 4.97038 0.23099 -10.72286 -0.21 0.19 -0.29 0.46
H 7.06785 2.06493 -10.86412 -0.67 -0.55 -0.69 0.32
H 7.58877 2.54974 -9.43637 -0.36 -0.37 1.33 0.28
H 5.84418 2.79366 -9.83333 -0.05 0.03 0.28 0.31
C -9.97905 4.63280 2.47571 1.17 -1.08 0.27 -0.68
O -8.75253 4.10754 1.95694 1.47 0.61 0.17 -0.37
C -8.55599 4.38109 0.58424 -2.47 -0.64 -0.76 -0.77
C -7.28599 3.83330 -0.04379 0.34 0.96 0.32 -0.55
N -6.21964 4.69824 0.43861 -0.29 0.23 -0.27 -0.34
C -4.91535 4.39113 -0.12516 -0.41 -0.52 -0.12 -0.67
C -4.67168 4.82593 -1.60571 0.97 -1.74 1.45 -0.56
O -4.47828 6.16249 -1.69975 -0.96 3.00 -0.50 -0.32
C -5.73556 6.82367 -1.93720 0.09 0.15 -0.43 -0.52
H -10.32650 3.72848 2.97530 -1.06 0.45 0.11 0.22
H -10.62257 5.01818 1.68484 -0.19 -0.16 0.12 0.37
H -9.76834 5.39407 3.22682 -0.06 0.19 -0.14 0.23
H -8.77102 5.42362 0.34972 1.06 0.58 0.17 0.38
H -9.48136 3.97375 0.17699 0.12 -0.81 -1.04 0.49
H -7.27548 3.89083 -1.13222 -0.61 0.09 -0.08 0.38
H -7.04285 2.80019 0.20454 -0.49 -0.42 0.19 0.35
H -6.30289 4.56672 1.43655 0.90 0.37 0.30 0.25
H -4.74279 3.31594 -0.07718 0.18 -0.54 -0.11 0.34
H -4.15908 4.83568 0.52178 0.12 0.25 -0.32 0.43
H -5.35001 4.45826 -2.37564 -0.54 -0.21 0.23 0.33
H -3.70613 4.38425 -1.85211 0.14 -0.29 -0.05 0.34
H -6.03562 6.70614 -2.97847 -0.03 -0.49 -0.26 0.30
H -5.68549 7.90901 -1.84981 0.53 -0.10 0.60 0.28
H -6.51852 6.42539 -1.29188 0.10 0.11 0.13 0.08
C 0.26855 -3.78511 6.83668 0.49 -0.88 0.81 -0.71
O 0.28315 -4.23658 8.20645 0.11 0.79 -0.49 -0.33
C -0.43739 -3.32467 9.02594 -0.24 -0.19 0.61 -0.40
C -0.38715 -3.74934 10.51117 0.00 -1.84 -0.64 -0.68
N -0.02313 -5.17557 10.58349 -1.21 -0.29 0.50 -0.26
C 0.07225 -5.58244 11.98248 1.15 1.20 0.42 -0.70
C 0.40313 -7.04328 12.13947 0.93 -0.37 -0.42 -0.47
O 0.41642 -7.51251 13.45262 -0.77 -0.86 1.12 -0.32
C 0.63509 -8.92439 13.60858 -1.31 0.31 0.13 -0.80
H 1.15302 -3.16532 6.68943 -0.39 0.64 -0.20 0.26
H -0.70322 -3.34820 6.60676 0.20 0.43 -0.14 0.32
H 0.40750 -4.63720 6.17130 -0.09 -0.25 0.24 0.23
H -1.45416 -3.31810 8.63321 -0.35 0.00 0.30 0.38
H -0.10378 -2.28714 9.00719 0.49 0.14 -0.57 0.30
H -1.38249 -3.70101 10.95282 -0.08 0.32 -0.07 0.28
H 0.27766 -3.17970 11.16051 0.27 0.56 -0.26 0.40
H 0.84993 -5.36938 10.11411 0.00 0.17 -0.13 0.20
H -0.72801 -5.18922 12.60942 -0.73 -0.57 -0.39 0.43
H 0.90393 -4.99581 12.37270 0.53 -0.06 0.65 0.33
H 1.46066 -7.15690 11.90107 0.11 -0.07 -1.35 0.26
H -0.24606 -7.62694 11.48678 -0.01 -0.25 -0.08 0.34
H 1.61499 -9.32981 13.35651 0.50 0.64 0.43 0.31
H -0.02424 -9.57580 13.03496 -0.49 0.47 -0.74 0.34
H 0.26042 -9.12817 14.61167 0.89 -0.04 0.27 0.29
C 1.89257 -5.39489 -8.23928 -0.72 0.80 0.13 -0.60
O 0.54943 -4.87169 -8.22719 -0.16 -0.01 0.07 -0.38
C 0.07294 -4.68760 -6.87673 -0.32 0.80 -0.58 -0.31
C -1.09760 -3.62127 -6.73763 0.66 -0.39 -2.93 -0.85
N -0.75804 -2.21013 -6.98854 0.51 -0.94 0.59 -0.36
C -0.05828 -1.72407 -5.86548 0.31 2.99 1.19 -0.37
C 0.07212 -0.20198 -6.01134 -0.04 1.57 -0.25 -0.92
O 0.94635 0.24947 -7.04025 0.48 -0.09 -1.18 -0.33
C 1.17427 1.66392 -7.11264 -0.32 -0.69 -0.36 -0.77
H 2.14406 -5.70659 -9.25303 -0.18 0.08 0.07 0.25
H 2.03599 -6.22847 -7.55176 -0.22 -0.19 0.03 0.33
H 2.54859 -4.58396 -7.92284 0.36 -0.01 -0.04 0.18
H 0.95333 -4.33634 -6.33855 -0.14 -0.20 0.71 0.32
H -0.28717 -5.66768 -6.56388 0.07 0.03 0.59 0.35
H -1.67626 -3.73384 -5.82079 0.31 0.05 0.07 0.42
H -1.76872 -3.73529 -7.58892 -0.36 -1.16 0.17 0.37
H -0.09696 -2.08317 -7.74151 -0.29 -0.55 -0.79 0.28
H 0.91472 -2.16350 -5.64580 0.10 -0.27 0.12 0.23
H -0.74366 -1.78098 -5.01984 0.28 -0.41 0.46 0.36
H 0.37490 0.39337 -5.14996 -0.01 -0.69 0.84 0.51
H -0.91042 0.18200 -6.28570 -0.45 -0.17 0.13 0.42
H 1.17671 2.05225 -8.13111 0.29 -0.76 -0.51 0.26
H 2.16774 1.85004 -6.70463 -0.21 0.50 0.49 0.22
H 0.35080 2.27061 -6.73592 0.12 -0.16 1.01 0.41
C 0.09396 -5.28939 -1.71041 0.96 0.65 -0.57 -1.06
C 0.23609 -5.97470 -0.38921 -0.61 -0.19 0.27 0.41
C 0.91252 -5.17885 0.72192 -0.42 0.20 -0.12 -1.04
O -1.11136 -6.35810 -0.05460 0.53 -0.64 0.64 -0.53
H 0.92680 -4.60882 -1.88732 0.08 0.05 -0.20 0.29
H -0.82176 -4.69874 -1.73681 -0.02 -0.01 -0.23 0.30
H 0.11743 -6.06145 -2.47948 -0.40 0.30 -0.22 0.29
H 0.80767 -6.88158 -0.58663 -0.18 -0.25 0.40 0.26
H 1.74034 -4.60419 0.30650 0.22 -0.17 0.19 0.23
H 1.22627 -5.80856 1.55446 0.16 -0.07 -0.17 0.31
H 0.21616 -4.45696 1.14861 -0.13 0.15 -0.10 0.23
H -1.61244 -5.53997 -0.08883 -0.21 0.02 0.10 0.31
C 7.21133 -0.43999 1.05411 -0.49 -0.78 0.70 -1.16
C 7.00565 -1.80257 0.38902 1.69 -0.51 -0.81 0.50
C 5.62429 -2.34782 0.36199 -1.55 -0.27 0.53 -1.32
O 7.54562 -1.71012 -0.92905 0.02 -0.02 -0.38 -0.52
H 6.51296 0.23924 0.56522 0.07 0.31 0.19 0.27
H 8.22694 -0.04531 1.02459 -0.01 -0.30 -0.55 0.31
H 6.99966 -0.51536 2.12070 -0.44 0.16 0.10 0.34
H 7.56964 -2.62970 0.82015 0.65 0.46 0.41 0.27
H 5.46772 -2.99477 1.22514 -0.30 0.61 0.62 0.38
H 5.36944 -3.08472 -0.39968 0.67 0.35 -0.69 0.38
H 4.89124 -1.54344 0.30116 -0.33 -0.11 0.19 0.27
H 6.87181 -1.29119 -1.46948 -0.01 0.10 -0.35 0.29
C 0.40958 1.81017 0.06830 0.62 -0.09 1.70 -0.97
C 0.22615 0.87824 1.25423 -0.98 -0.11 1.73 0.32
C -0.73851 1.29417 2.42854 1.87 1.32 -1.05 -1.22
O -0.36507 -0.24559 0.73971 -1.00 -2.88 -1.28 -0.49
H 1.04196 1.25334 -0.62317 -0.29 0.23 -0.31 0.30
H 0.95931 2.67797 0.43276 -0.27 0.47 -0.50 0.35
H -0.60297 1.99175 -0.29206 0.31 0.43 -0.39 0.17
H 1.13634 0.46964 1.69322 0.56 0.74 -0.03 0.27
H -0.72384 0.58282 3.25429 -0.24 -0.21 -0.38 0.32
H -1.70717 1.46668 1.95946 -0.27 -0.08 0.39 0.33
H -0.36603 2.23855 2.82540 -0.30 0.22 0.20 0.34
H -1.30891 -0.24310 0.91506 -0.04 -0.05 -0.10 0.28
C 0.79973 4.40162 7.36735 1.48 2.06 1.62 -1.31
C 1.86294 4.74186 8.54250 -1.91 0.74 -1.42 0.42
C 2.57830 6.14576 8.39860 -0.49 -2.00 -1.25 -1.08
O 1.07843 4.78031 9.71092 0.38 -0.13 0.98 -0.52
H 1.34320 4.50231 6.42788 -0.51 -0.65 -0.25 0.36
H 0.06305 5.19897 7.46547 -0.13 0.10 -0.40 0.34
H 0.27367 3.48135 7.62125 0.45 -0.31 -0.53 0.34
H 2.53938 3.89150 8.45641 0.61 0.16 0.73 0.22
H 1.91117 7.00387 8.48029 -0.12 -0.28 0.40 0.30
H 2.86004 6.09480 7.34687 0.48 0.45 -0.14 0.31
H 3.49045 6.24978 8.98619 -0.29 -0.05 0.18 0.31
H 0.38394 4.12046 9.64864 0.04 -0.09 0.07 0.30
C 0.43884 7.06138 -3.01517 -1.13 -1.65 -0.97 -1.19
C 0.35484 7.92854 -1.81448 1.39 0.84 0.82 0.29
C -0.14529 9.28702 -2.11010 1.56 1.41 -1.24 -1.18
O -0.46849 7.47437 -0.76433 -0.01 -1.11 -0.11 -0.52
H 1.29584 7.11292 -3.68672 0.20 0.58 0.38 0.35
H -0.44329 7.23325 -3.63195 -0.17 0.08 -0.27 0.29
H 0.35265 6.00864 -2.74610 0.16 -0.11 0.26 0.33
H 1.36440 8.05224 -1.42260 0.06 -0.24 0.41 0.29
H 0.21689 9.96776 -1.33970 -1.18 0.03 0.50 0.29
H -1.19371 9.26679 -2.40763 -0.07 0.42 0.38 0.40
H 0.44468 9.68312 -2.93662 -0.24 -0.01 -0.67 0.33
H -1.32968 7.51259 -1.18680 -0.63 -0.28 0.51 0.33
C -6.13496 -3.29264 -0.46976 0.04 -0.25 -0.90 -1.17
C -6.08028 -1.88544 0.14242 1.27 -2.09 0.83 0.41
C -5.99240 -1.97020 1.70252 -0.28 0.92 -1.63 -1.21
O -4.78387 -1.36497 -0.32122 -1.25 0.49 0.83 -0.51
H -5.99897 -3.20373 -1.54758 -0.36 0.20 -0.31 0.35
H -7.02791 -3.90202 -0.33052 -0.21 0.33 0.32 0.36
H -5.27830 -3.92552 -0.23800 0.10 0.25 0.73 0.23
H -6.97664 -1.33532 -0.14393 0.34 0.52 -0.27 0.24
H -6.92051 -2.32856 2.14781 0.10 -0.42 -0.20 0.37
H -5.91956 -0.93419 2.03341 0.54 -0.09 0.37 0.31
H -5.12836 -2.59224 1.93617 -0.12 0.22 0.36 0.31
H -4.84058 -1.15667 -1.25664 -0.14 -0.04 -0.11 0.30
```
Positions in Å, forces in eV/Å.